No. 1
Molecular formula: C26H42CeCl3N4O4Si
Method: DFT, ωB97M-V with the def2-TZVPD basis set

Cartesian coordinates (Å):
C -0.56111 -4.24297 -4.71839
C 0.36671 -3.89117 -3.57403
H -0.29453 -5.21551 -5.17826
H -0.49598 -3.49366 -5.52641
H -1.60459 -4.31011 -4.39379
C 1.66393 -4.15510 -3.69445
C 2.42157 -4.37315 -4.97878
H 2.28697 -4.27491 -2.79681
H 2.32325 -3.48497 -5.62571
H 2.11615 -5.24926 -5.57588
H 3.48871 -4.50967 -4.75720
Ce -0.06776 1.93618 0.19409
Cl -1.87105 0.26208 1.18185
Cl -0.07225 3.96250 -1.35862
C 1.02252 0.17488 2.59715
O 1.21174 1.21153 1.87456
N 2.01490 -0.47792 3.14731
C 3.39442 -0.01106 3.04094
C 1.73888 -1.54200 4.10174
H 0.01385 -0.25302 2.71338
H 3.51043 0.62295 2.15956
H 4.01671 -0.90564 2.95487
H 3.68727 0.53625 3.94783
H 0.70196 -1.87427 3.96489
H 1.87914 -1.19693 5.13857
H 2.42471 -2.36761 3.89681
H 1.27582 -0.44450 -3.61488
H 4.35707 -1.48051 -3.03359
C 2.07102 0.32273 -3.66898
C 4.35632 -0.38073 -2.96758
N 3.04378 0.12484 -2.58611
H 1.62845 1.32676 -3.59009
C 2.84744 0.46412 -1.30262
O 1.94994 1.26395 -0.88624
H 5.07894 -0.07387 -2.20261
H 3.54741 -0.00519 -0.60285
H 2.61038 0.20753 -4.62190
H 4.65023 0.02751 -3.94434
O -1.01834 -2.11253 -2.58891
C -0.32475 -3.26183 -2.30098
C 1.83120 -2.56075 -1.20397
C 0.58623 -3.15669 -1.05929
H 2.08501 -2.09751 -2.16632
C 2.78696 -2.65468 -0.17637
H -1.04205 -4.09922 -2.08387
C 0.24835 -3.74410 0.15144
H 3.79596 -2.28151 -0.32983
C 2.45608 -3.25487 1.03812
C 1.16683 -3.75610 1.20603
H -0.72876 -4.23246 0.24295
H 3.18226 -3.32437 1.85188
H 0.88556 -4.18908 2.15927
Si -2.66831 -0.19378 -2.94911
Cl -0.55331 0.45757 -1.78867
C -2.60224 1.41582 -3.99169
C -4.00212 0.24081 -1.65590
C -2.96617 -1.69470 -3.98966
H -1.92504 2.17398 -3.56827
H -3.60389 1.87474 -4.02452
H -2.29750 1.24325 -5.03139
H -2.20412 -1.67517 -4.78114
H -3.95912 -1.68201 -4.45621
H -2.87195 -2.60571 -3.38292
H -3.54000 0.45144 -0.68152
H -4.74342 -0.56382 -1.53052
H -4.55595 1.14495 -1.96718
N -3.31700 5.66466 5.92331
C -3.51080 6.05739 4.62497
O -4.11263 7.08284 4.34611
C -2.97223 5.12955 3.57583
C -2.63707 3.80633 3.84749
C -1.97671 3.04107 2.88408
N -1.66546 3.49816 1.64128
C -2.11234 4.74665 1.33933
C -2.75968 5.57443 2.26255
H -3.51703 6.34836 6.63498
H -2.62650 4.97995 6.16922
H -2.86652 3.34942 4.81464
H -1.68687 2.01263 3.10565
H -1.91560 5.09285 0.32833
H -3.07253 6.57221 1.96833

energy relative to the best compared isomer or geometry (same formula, charge and spin)	18.83	kcal/mol
HOMO (spin up / spin down)	-6.572 / -6.574	eV
E_LUMO (spin up / spin down)	-0.492 / -0.491	eV
multiplicity	2

Löwdin population analysis, charges in e, atoms 1 to 8:
1 C -0.058
2 C -0.216
3 H 0.079
4 H 0.082
5 H 0.068
6 C -0.160
7 C -0.112
8 H 0.096

---

No. 2
Molecular formula: C9H21BF4ILuO2P2
Method: DFT, ωB97M-V with the def2-TZVPD basis set

Cartesian coordinates (Å):
C -5.68308 2.05115 -2.37647
C -4.38073 1.32467 -2.61571
H -6.28329 2.05060 -3.30212
H -5.48166 3.08630 -2.07975
H -6.24703 1.54942 -1.58244
O -4.01226 0.80571 -3.63952
I -2.96619 1.19535 -0.86074
Lu 0.70813 -0.10052 0.76879
P -0.62933 -2.50948 0.96054
C 0.04336 -4.16222 0.56202
C -0.59713 -2.71225 2.78742
H -1.13191 -3.64428 3.02776
H -2.80799 -3.59893 1.17621
H -1.10617 -1.86540 3.26769
H -2.94151 -1.82502 0.98337
H 1.08221 -4.22113 0.91131
H 0.44192 -2.78662 3.13730
C -2.41267 -2.72150 0.64004
H -0.55887 -4.91999 1.08969
H -2.58846 -2.84326 -0.43504
H -0.00265 -4.33804 -0.51935
P 1.67766 2.11929 -0.55421
C 3.22181 2.21691 -1.52746
C 0.62715 3.37865 -1.35302
H 1.46407 3.27318 1.58771
H 2.69328 4.02395 0.51582
H 3.09083 2.51064 1.39805
C 2.29126 3.07098 0.89366
H -0.28450 3.50621 -0.75813
H 1.15229 4.34499 -1.41757
H 3.52010 3.27585 -1.59900
H 3.06209 1.80605 -2.53142
H 0.34688 3.04928 -2.36026
H 4.00936 1.65488 -1.00908
C 1.80420 -1.15888 -0.87963
O 2.11638 -1.64506 -1.88285
F 1.98308 -0.24200 2.30585
B 3.59297 -1.18383 1.86577
F 4.02073 -0.35604 0.87872
F 4.14958 -1.11751 3.07245
F 3.01609 -2.34212 1.45363

HOMO	-15.511	eV
charge	+2
E_LUMO	-8.497	eV

Löwdin population analysis, charges in e, atoms 1 to 8:
1 C -0.064
2 C -0.720
3 H 0.112
4 H 0.096
5 H 0.096
6 O 0.054
7 I 0.624
8 Lu 1.434

---

No. 3
Molecular formula: C22H60O8
Method: DFT, ωB97M-V with the def2-TZVPD basis set

Cartesian coordinates (Å):
C 13.63000 29.99600 20.20900
O 13.56900 29.17500 21.33900
H 14.69100 30.29600 20.08000
H 12.87400 30.65100 20.17600
H 13.49200 29.60600 19.33200
H 12.86100 28.68400 20.96300
C 5.19700 27.76600 13.91500
C 4.79800 29.26200 14.18600
C 5.19400 29.74000 15.57200
O 5.45800 30.12900 13.27300
H 4.46800 27.01400 14.38000
H 6.16100 27.57500 14.00300
H 5.00700 27.41100 12.83900
H 3.85200 29.46100 13.97700
H 4.96300 28.95500 16.22200
H 4.68400 30.71800 15.58000
H 6.34000 29.93600 15.56200
H 5.00000 31.03100 13.19800
C 9.57700 28.54700 20.93000
C 10.39500 27.29200 20.64400
C 10.92800 27.09800 19.25600
O 11.43100 27.39800 21.63700
H 8.89400 28.60900 20.21700
H 10.33100 29.25600 20.69000
H 9.11300 28.74300 21.89900
H 9.62500 26.59400 21.10200
H 11.44700 27.96600 18.89300
H 10.34100 26.79700 18.39500
H 11.68500 26.27900 19.17800
H 11.98700 26.52100 21.68200
C 7.91500 26.99100 16.46000
C 7.73200 25.52600 17.10300
C 8.90200 24.71500 17.12000
O 7.26100 25.61300 18.44100
H 7.03900 27.54400 16.67300
H 8.09500 27.09400 15.35800
H 8.61100 27.53900 17.06700
H 6.87700 25.07500 16.41500
H 9.54300 25.03100 17.94400
H 9.36400 25.10300 16.08200
H 8.97400 23.67900 17.01800
H 7.03300 24.69600 18.64400
C 6.93700 33.28300 14.39200
C 7.67300 34.59700 14.65800
C 6.77900 35.59200 15.63300
O 8.74200 34.31600 15.54300
H 6.05000 33.49300 13.88400
H 6.67700 32.80000 15.28500
H 7.77100 32.43400 13.97000
H 7.86300 34.96000 13.71700
H 6.48200 35.15800 16.61400
H 5.97000 35.67000 14.97000
H 7.28600 36.48400 15.84000
H 9.65400 33.96200 15.09200
C 11.36100 28.48700 14.02200
C 11.07200 29.59100 15.09100
C 12.36100 30.11200 15.69300
O 10.38400 30.67800 14.40600
H 11.62300 27.68700 14.62500
H 12.30000 28.79000 13.27500
H 10.45200 28.16300 13.49400
H 10.60300 29.23300 15.98500
H 13.11500 30.47200 15.06600
H 12.73900 29.47100 16.58400
H 12.01600 31.05100 16.09400
H 9.72300 30.37800 14.05200
C 10.32100 32.23100 18.68900
C 9.05200 32.01000 17.84300
C 8.28200 30.72000 18.24700
O 8.20300 33.11600 18.10500
H 11.14900 31.66200 18.31200
H 10.05300 32.14900 19.70300
H 10.54400 33.26100 18.34200
H 9.41900 32.09300 16.82600
H 8.10900 30.60300 19.37300
H 8.98500 29.88000 18.00000
H 7.33600 30.68100 17.73600
H 8.25500 33.60800 17.38500
C 5.73800 33.72600 22.15700
C 6.94600 33.77700 21.34700
C 8.31300 33.74800 21.97800
O 6.91200 32.46500 20.62700
H 5.53600 34.68200 22.67400
H 5.93900 32.86800 22.81100
H 4.89300 33.25700 21.59300
H 6.79900 34.41800 20.44000
H 8.42000 32.95600 22.69400
H 8.41200 34.64000 22.78200
H 9.17100 33.93500 21.29900
H 7.53300 32.67600 19.97000

energy relative to the best compared isomer or geometry (same formula, charge and spin)	234.06	kcal/mol
SMILES	CC(C)O.CC(C)O.CC(C)O.CC(C)O.CC(C)O.CC(C)O.CC(C)O.CO
HOMO	-9.462	eV
E_LUMO	0.463	eV

Löwdin population analysis, charges in e, atoms 1 to 8:
1 C -0.167
2 O -0.069
3 H 0.114
4 H 0.040
5 H 0.002
6 H 0.006
7 C -0.027
8 C -0.474

---

No. 4
Molecular formula: C2H3FN4O2
Method: DFT, ωB97M-V with the def2-TZVPD basis set

Cartesian coordinates (Å):
C 0.66965 0.51568 -0.56402
C -1.17685 0.53354 0.83840
N 0.96448 0.53631 0.74330
N -0.04396 0.55812 1.51231
N 1.68723 0.49777 -1.45870
N -1.31068 -1.42211 1.20761
O -0.55020 0.34281 -0.87611
O -2.21786 1.02912 0.92297
F -0.15316 -1.90939 0.70488
H 2.59753 0.51332 -1.00509
H 1.39643 0.55871 -2.44654
H -1.86261 -1.75388 0.42098

energy relative to the best compared isomer or geometry (same formula, charge and spin)	40.81	kcal/mol
HOMO (spin up / spin down)	-8.690 / -9.596	eV
E_LUMO (spin up / spin down)	-1.712 / -1.631	eV

Löwdin population analysis, charges in e, atoms 1 to 8:
1 C -0.526
2 C -0.520
3 N 0.106
4 N 0.152
5 N 0.208
6 N 0.112
7 O 0.089
8 O 0.164

---

No. 5
Molecular formula: C4H6N2O2
Method: DFT, ωB97M-V with the def2-TZVPD basis set

Cartesian coordinates (Å):
C -0.06969 -1.19952 -0.61518
C -0.21178 0.22552 1.37074
C 0.21044 0.27489 -0.05325
C -0.02591 1.42651 -0.93301
H -1.06301 -2.73363 0.56300
H -0.88366 1.07219 1.70618
H 0.75674 0.30047 2.01762
H -0.32755 1.21042 -1.91626
H -0.33052 2.42959 -0.60682
H 1.87583 0.46475 -1.28923
N -0.57686 -1.85776 0.44075
N 1.29669 1.01554 -0.58050
O 0.23822 -1.64335 -1.69405
O -0.88893 -0.98560 1.59000

energy relative to the best compared isomer or geometry (same formula, charge and spin)	86.30	kcal/mol
SMILES	O=C1NOC[C@]12CN2
HOMO	-9.443	eV
E_LUMO	0.866	eV

Löwdin population analysis, charges in e, atoms 1 to 8:
1 C -0.399
2 C -0.150
3 C -0.373
4 C -0.105
5 H 0.163
6 H 0.145
7 H 0.154
8 H 0.096

---

What did the fourth record say?
Molecular formula: C2H3FN4O2
Method: DFT, ωB97M-V with the def2-TZVPD basis set

Cartesian coordinates (Å):
C 0.66965 0.51568 -0.56402
C -1.17685 0.53354 0.83840
N 0.96448 0.53631 0.74330
N -0.04396 0.55812 1.51231
N 1.68723 0.49777 -1.45870
N -1.31068 -1.42211 1.20761
O -0.55020 0.34281 -0.87611
O -2.21786 1.02912 0.92297
F -0.15316 -1.90939 0.70488
H 2.59753 0.51332 -1.00509
H 1.39643 0.55871 -2.44654
H -1.86261 -1.75388 0.42098

energy relative to the best compared isomer or geometry (same formula, charge and spin)	40.81	kcal/mol
HOMO (spin up / spin down)	-8.690 / -9.596	eV
E_LUMO (spin up / spin down)	-1.712 / -1.631	eV

Löwdin population analysis, charges in e, atoms 1 to 8:
1 C -0.526
2 C -0.520
3 N 0.106
4 N 0.152
5 N 0.208
6 N 0.112
7 O 0.089
8 O 0.164